Below is a 3-piece molecular cluster, C4H15NO2 overall at a distorted geometry, with properties calculated with ωB97M-V/def2-TZVPD.

Geometry (Å):
C 1.087 2.239 1.969
C 0.183 1.152 1.389
C 0.904 -0.168 1.156
C 1.693 -0.293 -0.152
N 0.965 -1.127 -1.124
H 1.854 2.479 1.242
H 1.589 1.913 2.876
H 0.487 3.106 2.207
H -0.682 1.027 2.039
H -0.217 1.562 0.463
H 1.517 -0.378 2.021
H 0.129 -0.927 1.192
H 2.671 -0.717 0.119
H 1.858 0.698 -0.572
H 1.226 -2.089 -0.953
H 1.316 -0.905 -2.053
H -2.026 -0.159 -0.404
H -1.063 -1.200 -0.728
O -1.856 -1.085 -0.163
H -4.318 -2.330 -3.724
H -3.190 -1.394 -3.279
O -4.128 -1.402 -3.518

Computed properties:
* HOMO-LUMO gap: 10.74 eV
* SMILES string: CCCCN.O.O
* charge: 0
* HOMO level: -9.999 eV
* energy relative to the best compared isomer or geometry (same formula, charge and spin): 19.27 kcal/mol
* F_max: 1.22 eV Å⁻¹
* electronic energy: -366.620457 Ha
* LUMO: 0.7 eV